## w
A structure of composition C4H12N4O. Source: the Open Molecules 2025 dataset; level of theory: the ωB97M-V functional and the def2-TZVPD basis.

CARTESIAN COORDINATES (ANGSTROEM)
C1 0.70 -1.30 0.52
C2 1.77 -1.45 1.59
N1 -0.71 -0.40 -1.56
N2 -1.54 -1.23 -1.94
H1 -1.89 -1.96 -1.31
H2 0.94 -1.87 -0.37
H3 -0.28 -1.60 0.90
H4 1.56 -0.84 2.47
H5 1.84 -2.48 1.95
H6 2.75 -1.15 1.21
C3 -1.75 1.86 -0.79
N3 -1.24 0.52 -0.48
C4 0.43 0.69 0.49
N4 1.30 1.17 -0.47
O1 0.39 1.16 1.61
H7 -1.88 -0.02 0.12
H8 1.24 0.69 -1.36
H9 2.05 1.75 -0.11
H10 -1.88 2.35 0.18
H11 -1.04 2.36 -1.44
H12 -2.75 1.77 -1.21

Values from the calculation:
net charge: 0
HOMO (alpha / beta): -7.65 / -7.65 eV
HOMO-LUMO gap (alpha / beta): 6.45 / 6.45 eV
lowest unoccupied orbital energy (alpha / beta): -1.20 / -1.20 eV

---

## x
A cluster of 2 separate species, C4H12N4O in total. Source: the Open Molecules 2025 dataset; level of theory: the ωB97M-V functional and the def2-TZVPD basis.

CARTESIAN COORDINATES (ANGSTROEM)
C1 -1.96 -0.76 -1.14
N1 -0.93 -0.47 -0.12
C2 0.33 -1.15 -0.26
N2 -1.39 -0.46 1.24
N3 0.79 -1.31 -1.53
N4 1.07 -1.50 0.74
H1 -2.19 0.16 1.33
H2 -1.72 -1.40 1.50
H3 1.72 -1.70 -1.47
H4 0.89 -0.40 -1.99
H5 0.56 -1.20 1.57
H6 -2.96 -0.46 -0.79
H7 -2.02 -1.83 -1.34
H8 -1.71 -0.23 -2.06
C3 1.57 1.96 1.22
C4 1.11 1.69 -0.19
O1 1.89 1.56 -1.13
H9 -0.08 1.43 -0.31
H10 0.95 1.38 1.91
H11 2.62 1.67 1.34
H12 1.43 3.01 1.46

Values from the calculation:
net charge: 0
HOMO: -8.78 eV
HOMO-LUMO gap: 9.45 eV
SMILES: [H]/N=C(/N)N(C)N.CC=O
lowest unoccupied orbital energy: 0.67 eV

---

## y
The molecule C4H12N4O. Source: the Open Molecules 2025 dataset; level of theory: the ωB97M-V functional and the def2-TZVPD basis.

CARTESIAN COORDINATES (ANGSTROEM)
C1 0.34 -0.06 -2.28
C2 -0.48 1.43 0.00
O1 1.01 0.51 -1.18
N1 -1.68 1.61 -0.48
H1 -2.44 1.51 0.19
H2 0.17 2.29 0.24
H3 -0.64 0.41 -2.41
H4 0.18 -1.14 -2.18
H5 0.91 0.15 -3.19
C3 -0.16 0.13 0.89
N2 -1.24 -0.83 0.78
N3 -0.07 0.48 2.29
N4 1.31 -1.74 0.16
C4 1.16 -0.36 0.27
H6 -1.86 -0.70 1.57
H7 -1.79 -0.59 -0.06
H8 0.30 -0.32 2.80
H9 0.57 1.26 2.43
H10 0.39 -2.18 0.06
H11 1.97 -2.00 -0.56
H12 2.05 0.13 0.66

Values from the calculation:
net charge: 0
HOMO: -8.04 eV
HOMO-LUMO gap: 8.91 eV
SMILES: [H]/N=C\C(N)(N)[C@@H](N)OC
lowest unoccupied orbital energy: 0.87 eV

---

## z
A structure of composition C4H12N4O. Source: the Open Molecules 2025 dataset; level of theory: the ωB97M-V functional and the def2-TZVPD basis.

CARTESIAN COORDINATES (ANGSTROEM)
C1 0.34 -1.31 -1.18
C2 -2.24 -0.35 0.01
N1 0.34 -0.06 -0.41
C3 -1.12 0.66 0.05
N2 1.21 0.96 -0.92
N3 -1.33 1.89 -0.18
H1 0.72 1.46 -1.66
H2 2.03 0.54 -1.34
H3 -0.49 2.47 -0.09
H4 -0.16 -2.08 -0.60
H5 -0.15 -1.16 -2.14
H6 1.37 -1.65 -1.34
H7 -3.14 0.13 0.40
H8 -2.44 -0.63 -1.02
H9 -1.99 -1.23 0.60
N4 1.73 0.51 1.79
C4 0.68 -0.33 1.44
O1 0.56 -1.48 1.83
H10 1.94 1.24 1.13
H11 2.53 0.02 2.16
H12 -0.41 0.38 1.46

Values from the calculation:
net charge: 0
HOMO: -8.40 eV
HOMO-LUMO gap: 9.04 eV
lowest unoccupied orbital energy: 0.64 eV

---

Which one sits at the bottom of the stability order? w does.

---

## w
The ion C2H8N3 with charge +1. Source: the Open Molecules 2025 dataset; level of theory: the ωB97M-V functional and the def2-TZVPD basis.

CARTESIAN COORDINATES (ANGSTROEM)
C1 -0.43 1.30 -1.43
N1 0.47 0.64 -0.46
C2 0.13 -0.34 0.36
N2 0.90 -0.60 1.41
N3 -1.01 -1.07 0.15
H1 -0.33 2.37 -1.35
H2 -0.07 1.07 -2.47
H3 -1.47 0.98 -1.25
H4 1.32 1.14 -0.23
H5 1.58 0.11 1.66
H6 0.59 -1.02 2.28
H7 -1.21 -1.74 0.88
H8 -1.17 -1.36 -0.81

Values from the calculation:
net charge: +1
HOMO: -15.14 eV
HOMO-LUMO gap: 11.88 eV
SMILES: CNC(N)=[NH2+]
lowest unoccupied orbital energy: -3.26 eV

---

## x
A structure of composition C2H8N3. Source: the Open Molecules 2025 dataset; level of theory: the ωB97M-V functional and the def2-TZVPD basis.

CARTESIAN COORDINATES (ANGSTROEM)
C1 1.30 -0.28 -0.35
C2 -1.02 0.82 1.04
N1 2.09 -1.08 -1.04
N2 -2.13 1.12 0.35
N3 0.02 -0.34 -0.15
H1 1.84 0.60 0.14
H2 -0.15 1.42 1.22
H3 -1.05 -0.06 1.70
H4 3.15 -1.08 -0.86
H5 1.56 -1.87 -1.48
H6 -2.09 1.51 -0.62
H7 -2.86 0.37 0.41
H8 -0.67 -1.13 -0.37

Values from the calculation:
net charge: +1
HOMO: -14.59 eV
HOMO-LUMO gap: 11.32 eV
lowest unoccupied orbital energy: -3.27 eV

---

## y
A cluster of 2 separate species, C2H8N3 in total. Source: the Open Molecules 2025 dataset; level of theory: the ωB97M-V functional and the def2-TZVPD basis.

CARTESIAN COORDINATES (ANGSTROEM)
C1 0.43 0.65 -2.57
N1 1.10 -0.19 -1.76
H1 0.62 1.54 -2.01
H2 0.22 0.67 -3.61
H3 1.10 -1.24 -2.11
H4 0.55 0.48 0.39
N2 -1.22 -0.96 1.05
C2 -0.59 -0.12 1.85
N3 0.39 0.64 1.45
H5 -1.25 -0.70 0.03
H6 -1.99 -1.62 1.39
H7 -0.89 -0.19 2.88
H8 0.72 1.39 2.08

Values from the calculation:
net charge: +1
HOMO: -14.44 eV
HOMO-LUMO gap: 10.81 eV
lowest unoccupied orbital energy: -3.63 eV

---

## z
A cluster of 2 separate species, C2H8N3 in total. Source: the Open Molecules 2025 dataset; level of theory: the ωB97M-V functional and the def2-TZVPD basis.

CARTESIAN COORDINATES (ANGSTROEM)
C1 -1.37 2.15 -0.53
N1 -0.96 1.03 -0.84
H1 -1.09 2.64 0.53
H2 -1.83 2.93 -1.18
H3 -1.15 0.67 -1.82
H4 0.85 0.59 -0.24
N2 -0.23 -1.69 0.86
C2 1.03 -1.29 0.63
N3 1.50 -0.17 -0.08
H5 -0.99 -1.60 0.08
H6 -0.27 -2.59 1.45
H7 1.78 -1.88 1.26
H8 2.61 -0.10 -0.23

Values from the calculation:
net charge: +1
HOMO: -14.06 eV
HOMO-LUMO gap: 9.94 eV
lowest unoccupied orbital energy: -4.12 eV

---

Which one sits at the bottom of the stability order? y does.

---

## w
A cluster of 2 separate species, C6H16N3O3 in total. Source: the Open Molecules 2025 dataset; level of theory: the ωB97M-V functional and the def2-TZVPD basis.

CARTESIAN COORDINATES (ANGSTROEM)
C1 -1.44 -0.80 0.38
C2 2.31 0.83 1.33
C3 0.34 0.88 -2.51
C4 0.98 0.01 1.25
C5 0.82 0.11 -1.20
C6 0.16 0.52 0.01
N1 -3.32 -1.67 -0.81
N2 -1.98 -1.22 -0.75
N3 0.24 0.23 2.52
O1 -1.83 -0.70 1.55
O2 0.56 -1.30 -1.36
O3 -0.27 1.83 0.23
H1 2.86 0.25 0.68
H2 2.29 1.90 1.20
H3 2.81 0.54 2.35
H4 -0.78 0.98 -2.54
H5 0.77 0.50 -3.34
H6 0.62 1.92 -2.42
H7 1.36 -0.98 1.15
H8 1.89 0.24 -1.07
H9 -3.40 -2.63 -0.93
H10 -3.82 -1.44 0.00
H11 -1.28 -1.24 -1.55
H12 0.67 -0.14 3.34
H13 -0.72 -0.30 2.50
H14 -0.17 1.26 2.39
H15 1.27 -1.65 -1.98
H16 -0.91 2.09 -0.42

Values from the calculation:
net charge: +1
HOMO: -12.37 eV
HOMO-LUMO gap: 9.67 eV
lowest unoccupied orbital energy: -2.70 eV

---

## x
A cluster of 2 separate species, C6H16N3O3 in total. Source: the Open Molecules 2025 dataset; level of theory: the ωB97M-V functional and the def2-TZVPD basis.

CARTESIAN COORDINATES (ANGSTROEM)
C1 3.51 0.87 0.52
N1 3.26 1.91 1.60
C2 2.07 2.80 1.29
N2 0.71 2.09 1.46
C3 -0.06 2.07 0.16
O1 -1.36 1.37 0.22
N3 -1.66 0.94 1.46
O2 -1.43 -0.27 1.52
H1 2.53 0.74 -0.13
H2 4.45 1.12 -0.16
H3 3.72 -0.18 1.05
H4 3.16 1.40 2.51
H5 2.13 3.71 2.06
H6 2.16 3.30 0.22
H7 0.94 1.14 1.85
H8 0.19 2.69 2.17
H9 -0.27 3.17 -0.24
H10 0.56 1.53 -0.70
C4 -1.45 -2.22 -1.65
C5 -2.32 -3.31 -2.22
O3 -2.05 -3.84 -3.29
C6 -3.54 -3.70 -1.44
H11 -0.61 -2.04 -2.32
H12 -2.02 -1.30 -1.54
H13 -1.06 -2.54 -0.67
H14 -4.21 -2.85 -1.32
H15 -3.25 -4.09 -0.46
H16 -4.08 -4.49 -1.97

Values from the calculation:
net charge: +1
HOMO: -11.59 eV
HOMO-LUMO gap: 6.37 eV
lowest unoccupied orbital energy: -5.21 eV

---

Which one sits at the bottom of the stability order? x does.